Version i
This record from OMol25 describes 2 unconnected molecules or ions with the total composition C4H12N2O. The level of theory is ωB97M-V/def2-TZVPD.

## Properties
**Structure (SMILES)**: [H]/N=C\NCCC.O
**Lowest unoccupied orbital energy**: 0.783 eV

Structure (ORCA input):
```
! wB97M-V def2-TZVPD RIJCOSX def2/J DEFGRID3
* xyz 0 1
O 0.23666 -0.67075 2.44041
N -0.00171 -1.06011 -0.55451
N -1.67306 -2.28912 0.65766
C -1.22485 -1.60785 -0.32189
C 0.05379 0.03232 -1.52093
C 1.23321 1.77778 -0.06935
C 0.02461 1.40553 -0.95495
H -0.07573 2.20295 -1.69255
H -0.80240 -0.08309 -2.19593
H -1.95636 -1.54739 -1.14008
H -0.97896 -2.67806 1.29071
H 0.66978 -0.96164 0.18473
H 2.10950 2.12837 -0.62389
H 1.00900 2.45850 0.74510
H 1.61237 0.90961 0.49411
H -0.71263 -0.83221 2.38915
H 0.42107 -0.62807 3.37314
H 0.90484 -0.12084 -2.20466
H -0.84913 1.56408 -0.29626
*
```

Löwdin charges in e:
1 O -0.055
2 N 0.012
3 N 0.045
4 C -0.347
5 C -0.243
6 C -0.108
7 C -0.246
8 H 0.105
9 H 0.110
10 H 0.118
11 H 0.027
12 H 0.093
13 H 0.070
14 H 0.066
15 H 0.053
16 H 0.026
17 H 0.036
18 H 0.121
19 H 0.114

***

Version ii
This record from OMol25 describes C4H12N2O in the gas phase. The level of theory is ωB97M-V/def2-TZVPD.

## Properties
**Structure (SMILES)**: NC[C@H](N)CCO
**Lowest unoccupied orbital energy**: 0.982 eV

Structure (ORCA input):
```
! wB97M-V def2-TZVPD RIJCOSX def2/J DEFGRID3
* xyz 0 1
O 2.38792 1.39527 1.03786
N -0.52371 1.28135 0.02444
N -2.73811 -0.40357 0.28044
C -1.44870 -0.92541 -0.35793
C 2.35203 0.26362 0.08019
C -0.19548 -0.09824 0.24265
C 1.12667 -0.58857 -0.41390
H -3.54942 -0.48699 -0.40609
H 1.29528 -1.65296 -0.44318
H -1.32546 1.46458 -0.58973
H 0.88577 -0.21490 -1.39966
H -0.02184 -0.17043 1.35225
H 2.94461 0.40841 -0.91075
H -1.30630 -1.99375 -0.24493
H -2.90940 -0.90102 1.18927
H -1.60859 -0.80763 -1.54887
H 2.12950 2.06356 0.44970
H -0.46132 1.89326 0.87302
H 2.96658 -0.52658 0.78522
*
```

Löwdin charges in e:
1 O -0.084
2 N 0.003
3 N -0.055
4 C -0.223
5 C -0.226
6 C -0.424
7 C -0.177
8 H 0.079
9 H 0.103
10 H 0.073
11 H 0.087
12 H 0.145
13 H 0.126
14 H 0.077
15 H 0.074
16 H 0.148
17 H 0.028
18 H 0.101
19 H 0.145

***

Version iii
This record from OMol25 describes a molecular structure, C4H12N2O. The level of theory is ωB97M-V/def2-TZVPD.

## Properties
**Lowest unoccupied orbital energy**: 0.769 eV

Structure (ORCA input):
```
! wB97M-V def2-TZVPD RIJCOSX def2/J DEFGRID3
* xyz 0 1
O 2.48642 0.83943 -0.24358
N 0.41681 -0.02777 -1.61952
N 0.80928 -1.84054 -0.19716
C 0.65086 0.46703 0.69154
C -2.15729 0.74696 0.16198
C -1.25415 -0.19359 0.91496
C 0.64474 -0.47954 -0.36229
H -1.28115 -0.05374 1.99529
H 0.90361 0.85904 -1.75520
H 2.97179 1.39777 0.37620
H -1.98836 0.67530 -0.91739
H -1.44760 -1.24266 0.70094
H -3.21411 0.51100 0.32817
H 1.07472 0.18344 1.64151
H 0.50739 -0.68769 -2.37727
H 0.36124 1.48251 0.49147
H -2.00891 1.78629 0.46502
H 1.28151 -2.29862 -0.96503
H 1.24319 -2.12463 0.67036
*
```

Löwdin charges in e:
1 O -0.401
2 N 0.167
3 N 0.151
4 C -0.050
5 C -0.166
6 C -0.156
7 C -0.488
8 H 0.071
9 H 0.115
10 H -0.060
11 H 0.058
12 H 0.068
13 H 0.068
14 H 0.108
15 H 0.115
16 H 0.102
17 H 0.069
18 H 0.110
19 H 0.117

***

Version iv
This record from OMol25 describes 2 unconnected molecules or ions with the total composition C4H12N2O. The level of theory is ωB97M-V/def2-TZVPD.

## Properties
**Structure (SMILES)**: CCCN.NC=O
**Lowest unoccupied orbital energy**: 0.944 eV

Structure (ORCA input):
```
! wB97M-V def2-TZVPD RIJCOSX def2/J DEFGRID3
* xyz 0 1
O 0.64430 -2.52068 1.93373
N 0.94058 1.21135 -2.53179
N 0.64426 -0.31721 2.65315
C -1.58177 -0.12895 0.07462
C -0.24092 0.42084 -2.04731
C -0.45741 0.70677 -0.58161
C 1.22888 -1.58120 2.50683
H 2.23286 -1.65530 2.94799
H -0.22827 -0.67312 -2.26382
H -0.20319 -0.10578 2.16905
H 1.85665 0.98351 -2.13129
H -1.67902 0.12885 1.14607
H -2.49548 0.17897 -0.48894
H -0.62328 1.78380 -0.42014
H -1.52014 -1.23664 -0.00024
H 0.52473 0.49936 -0.09628
H -1.11669 0.82412 -2.62268
H 1.05950 1.13266 -3.54719
H 1.01441 0.34863 3.29985
*
```

Löwdin charges in e:
1 O -0.028
2 N -0.031
3 N 0.116
4 C -0.118
5 C -0.310
6 C -0.296
7 C -0.347
8 H 0.119
9 H 0.113
10 H 0.039
11 H 0.061
12 H 0.052
13 H 0.081
14 H 0.112
15 H 0.083
16 H 0.095
17 H 0.117
18 H 0.059
19 H 0.084

***

Q: Which of them is the least stable? A: version iii.

***

Version i
This record from OMol25 describes 2 unconnected molecules or ions with the total composition C4H12N2O. The level of theory is ωB97M-V/def2-TZVPD.

## Properties
**Structure (SMILES)**: C=C(N)CCN.O
**Lowest unoccupied orbital energy**: 0.736 eV

Structure (ORCA input):
```
! wB97M-V def2-TZVPD RIJCOSX def2/J DEFGRID3
* xyz 0 1
O -3.15893 2.69838 -3.58523
N 2.52996 -0.49491 -0.03141
N -1.61598 0.61396 0.99485
C 0.18151 -0.38173 2.31817
C 1.54384 -1.61926 0.00714
C 0.18000 -0.80376 -0.17482
C -0.42846 -0.14670 1.13540
H -0.65614 -1.34390 -0.76651
H 2.87553 -0.11526 0.94875
H 3.22136 -1.07081 -0.45376
H -1.45353 1.40046 0.37330
H 1.43802 -2.12005 -0.94383
H -2.69807 2.94896 -2.83577
H 0.43700 0.00555 -0.85226
H 0.07851 0.37588 3.10269
H -2.07959 0.83933 1.86094
H -2.56204 2.83280 -4.32271
H 1.30748 -2.37425 0.75257
H 0.85950 -1.24468 2.47249
*
```

Löwdin charges in e:
1 O -0.023
2 N -0.013
3 N 0.069
4 C 0.000
5 C -0.282
6 C -0.170
7 C -0.408
8 H 0.121
9 H 0.125
10 H 0.031
11 H 0.081
12 H 0.092
13 H -0.016
14 H 0.084
15 H 0.050
16 H 0.076
17 H 0.037
18 H 0.093
19 H 0.051

***

Version ii
This record from OMol25 describes C4H12N2O in the gas phase. The level of theory is ωB97M-V/def2-TZVPD.

## Properties
**Structure (SMILES)**: NC[C@H](N)CCO
**Lowest unoccupied orbital energy**: 0.828 eV

Structure (ORCA input):
```
! wB97M-V def2-TZVPD RIJCOSX def2/J DEFGRID3
* xyz 0 1
O 1.25788 0.69387 2.00379
N -0.31288 -0.65356 -2.76089
N 0.55865 -1.42876 0.14865
C -1.15356 -0.55802 -1.46130
C -0.75200 0.53181 0.94926
C -0.09113 -0.19348 -0.35278
C 0.22901 1.53250 1.42477
H 1.26428 -1.16499 0.88796
H 0.00610 -2.19579 0.46453
H 2.08836 1.07389 1.67368
H -1.58470 1.24316 0.53989
H 0.13376 -1.52735 -2.72409
H -0.14110 2.06483 2.35826
H 0.57956 0.58252 -0.65728
H -1.75310 -1.46459 -1.42233
H 0.12989 0.19695 -3.02172
H -0.95153 -0.11075 1.74701
H 0.79001 2.17253 0.77614
H -1.73893 0.27811 -1.72641
*
```

Löwdin charges in e:
1 O -0.121
2 N -0.016
3 N 0.016
4 C -0.167
5 C -0.150
6 C -0.334
7 C -0.281
8 H 0.079
9 H 0.055
10 H 0.091
11 H 0.141
12 H 0.026
13 H 0.132
14 H 0.107
15 H 0.108
16 H 0.042
17 H 0.090
18 H 0.108
19 H 0.075

***

Version iii
This record from OMol25 describes C4H12N2O in the gas phase. The level of theory is ωB97M-V/def2-TZVPD.

## Properties
**Structure (SMILES)**: CO[C@@H](N)[C@@H](C)N
**Lowest unoccupied orbital energy**: 0.991 eV

Structure (ORCA input):
```
! wB97M-V def2-TZVPD RIJCOSX def2/J DEFGRID3
* xyz 0 1
O 1.32167 -0.20609 -0.62301
N 0.21442 1.89595 -0.57956
N -2.24659 0.56056 0.09702
C 0.24326 0.52586 -0.11831
C 2.37864 -0.45644 0.48143
C -1.11556 -0.16008 -0.45396
C -1.12672 -1.60191 0.03753
H -1.21350 -0.14794 -1.54480
H -1.00724 -1.63519 1.12063
H -2.20554 0.55709 1.11164
H 3.27380 -0.92489 0.07673
H -2.07772 -2.06395 -0.21281
H -0.31775 -2.16043 -0.42443
H 0.33805 1.92153 -1.58582
H 1.85519 -1.16205 1.12827
H 2.62165 0.54082 0.85158
H 0.33490 0.54069 0.99492
H 0.94867 2.44869 -0.14942
H -2.21960 1.52778 -0.20763
*
```

Löwdin charges in e:
1 O -0.175
2 N 0.071
3 N 0.031
4 C -0.486
5 C 0.002
6 C -0.418
7 C -0.061
8 H 0.141
9 H 0.077
10 H 0.071
11 H 0.076
12 H 0.075
13 H 0.074
14 H 0.084
15 H 0.080
16 H 0.079
17 H 0.145
18 H 0.073
19 H 0.062

***

Q: Which of them is the least stable? A: version i.